No. 1
This record from the OMol25 dataset describes a molecular structure, C45H39IrN6O6PS in a non-equilibrium geometry. The level of theory is ωB97M-V with the def2-TZVPD basis set.

Output
Net charge: +2
HOMO level (spin up / spin down) (eV): -13.7 / -13.8
2S+1: 6
<S²>: 8.765
Energy above the lowest of the compared OMol25 structures with the same formula, charge and spin (eV): 1.211

Cartesian coordinates (Å):
Ir  -0.082  -0.248  -0.089
C  0.550  0.033  4.360
C  -0.143  0.006  3.151
N  0.192  -0.795  2.154
C  1.245  -1.630  2.312
C  1.988  -1.683  3.501
C  1.626  -0.804  4.534
C  3.073  -2.608  3.609
C  3.387  -3.436  2.589
C  2.651  -3.400  1.363
C  2.942  -4.222  0.259
C  2.194  -4.110  -0.887
C  1.167  -3.163  -0.939
N  0.888  -2.378  0.081
C  1.594  -2.488  1.224
H  0.234  0.717  5.134
H  -0.983  0.670  2.998
H  2.203  -0.791  5.450
H  3.636  -2.629  4.533
H  4.204  -4.141  2.679
H  3.750  -4.939  0.327
H  2.385  -4.734  -1.749
H  0.572  -3.034  -1.834
O  1.905  3.100  -0.416
S  0.613  2.579  -0.139
O  0.497  1.655  1.020
O  -0.003  1.856  -1.304
C  -0.607  3.789  0.265
C  -0.322  5.049  0.743
C  -1.369  5.822  1.234
C  -2.653  5.299  1.288
C  -2.927  4.017  0.823
C  -1.903  3.260  0.267
P  -2.218  1.689  -0.609
C  -2.599  2.226  -2.306
C  -3.537  3.242  -2.494
C  -3.883  3.637  -3.776
C  -3.296  3.025  -4.874
C  -2.349  2.030  -4.690
C  -1.997  1.627  -3.412
C  -3.780  1.040  0.104
C  -5.013  1.076  -0.545
C  -6.144  0.615  0.113
C  -6.049  0.078  1.390
C  -4.811  -0.022  2.011
C  -3.682  0.450  1.367
H  0.700  5.405  0.735
H  -1.175  6.819  1.604
H  -3.455  5.893  1.705
H  -3.930  3.618  0.900
H  -3.991  3.728  -1.643
H  -4.613  4.425  -3.912
H  -3.569  3.342  -5.872
H  -1.880  1.572  -5.552
H  -1.227  0.876  -3.271
H  -5.101  1.465  -1.549
H  -7.106  0.684  -0.379
H  -6.939  -0.281  1.890
H  -4.727  -0.473  2.992
H  -2.706  0.354  1.831
C  5.426  2.717  0.044
C  5.706  1.222  -0.056
C  4.623  0.361  -0.718
C  5.141  -1.099  -0.905
C  5.648  -1.790  0.360
C  4.282  0.832  -2.123
O  5.042  1.420  -2.839
N  3.048  0.379  -2.620
C  2.045  -0.065  -1.821
O  0.958  -0.498  -2.268
N  2.200  -0.053  -0.493
C  3.350  0.245  0.177
O  3.429  0.231  1.387
H  6.099  3.169  0.771
H  4.409  2.908  0.368
H  5.568  3.212  -0.915
H  5.885  0.815  0.937
H  6.617  1.078  -0.642
H  5.960  -1.049  -1.626
H  4.348  -1.699  -1.365
H  6.630  -1.421  0.648
H  5.739  -2.861  0.173
H  4.973  -1.645  1.202
H  2.847  0.545  -3.597
N  -3.429  -2.417  -1.918
C  -2.570  -1.408  -1.728
N  -1.845  -1.574  -0.638
C  -2.259  -2.778  -0.069
C  -1.854  -3.448  1.085
C  -2.454  -4.657  1.364
C  -3.452  -5.193  0.536
C  -3.885  -4.529  -0.592
C  -3.265  -3.320  -0.881
H  -4.070  -2.516  -2.689
H  -2.488  -0.571  -2.403
H  -1.103  -3.023  1.734
H  -2.155  -5.209  2.245
H  -3.893  -6.146  0.791
H  -4.677  -4.926  -1.213

Cartesian forces, eV/Å:
1.1 -1.1 0.4
0.0 0.0 0.1
0.0 0.0 0.1
0.2 0.2 -0.3
0.0 0.0 0.3
-0.2 0.0 -0.1
0.0 0.0 -0.1
0.1 -0.1 0.0
0.0 0.0 0.2
-0.2 0.2 -0.1
0.0 0.0 0.0
0.0 -0.1 0.1
-0.1 0.0 -0.1
-0.1 0.0 -0.1
0.3 -0.3 0.0
0.0 0.0 0.0
0.1 0.0 -0.1
0.0 0.0 0.0
0.0 0.0 0.0
0.0 0.0 0.0
0.0 0.0 0.0
0.0 0.0 0.0
0.0 0.0 0.0
-0.1 0.2 0.2
0.3 1.2 0.1
-0.1 -0.6 0.0
-0.1 -0.2 0.1
0.0 -0.4 0.0
0.2 -0.1 -0.1
-0.1 0.0 0.0
0.0 0.1 0.1
0.0 -0.2 0.0
0.1 -0.1 0.1
-1.6 1.0 -0.4
0.0 -0.3 0.0
0.1 -0.1 0.1
0.0 0.0 0.0
0.0 0.1 0.0
0.0 -0.1 -0.1
0.0 0.0 0.1
0.6 -0.1 0.0
0.0 0.0 -0.1
0.0 0.0 -0.1
0.0 0.0 -0.1
0.1 -0.1 0.1
0.1 0.1 0.0
0.0 0.0 0.0
0.0 0.0 0.0
0.0 0.0 0.0
0.0 0.0 -0.1
-0.1 0.1 0.0
0.0 0.0 0.0
0.0 0.0 0.0
0.0 0.0 0.0
0.1 0.0 -0.1
0.0 0.1 0.0
0.0 0.0 0.0
0.0 0.0 0.0
0.0 0.0 0.0
-0.1 0.0 0.1
-0.1 -0.1 -0.1
0.1 0.0 -0.3
-0.5 0.2 0.5
0.1 -0.1 -0.1
-0.1 0.1 -0.1
0.5 -0.1 0.2
-0.2 0.0 0.0
-0.5 0.0 -0.2
1.1 0.0 0.2
-0.7 0.0 0.0
-1.7 0.0 -0.1
1.4 -0.2 0.0
-0.3 0.2 -0.2
0.0 0.0 0.0
-0.2 0.1 0.2
0.0 0.0 0.0
0.0 -0.1 0.0
0.0 -0.1 0.1
-0.1 0.0 -0.1
0.0 0.0 0.0
0.0 0.0 0.0
0.1 0.0 0.0
0.0 0.0 0.0
0.1 0.0 0.0
-0.1 0.0 0.0
0.0 -0.2 0.0
0.5 0.6 -0.1
-0.2 -0.2 -0.1
0.0 0.1 0.0
0.0 0.0 0.0
-0.1 0.0 -0.1
-0.1 0.0 0.0
0.3 0.0 0.3
0.0 0.1 0.0
0.0 -0.1 0.0
0.0 -0.1 0.0
0.0 0.0 0.0
0.0 0.0 0.0
0.0 0.0 0.0

No. 2
This record from the OMol25 dataset describes a molecular structure, C22H19CaN5OS2SbSe4Te in a non-equilibrium geometry. The level of theory is ωB97M-V with the def2-TZVPD basis set.

Output
Net charge: -1
HOMO level (eV): -3.2
2S+1: 1

Cartesian coordinates (Å):
Ca  2.667  -1.308  0.852
N  -3.608  2.119  -1.520
C  -2.327  2.361  -1.485
N  -1.324  1.499  -1.371
C  -1.676  0.221  -1.148
N  -0.742  -0.790  -1.206
N  0.408  -0.255  -1.631
C  1.464  -0.976  -1.962
C  2.747  -0.404  -2.077
C  3.209  0.393  -3.179
C  4.597  0.384  -3.478
C  5.417  -0.421  -2.657
C  4.910  -0.919  -1.494
N  3.596  -1.046  -1.232
C  -3.002  -0.203  -0.928
C  -3.491  -1.433  -0.411
C  -4.875  -1.699  -0.466
C  -5.789  -0.765  -1.001
C  -5.382  0.477  -1.378
C  -4.026  0.764  -1.255
H  -4.296  2.813  -1.618
H  -1.914  3.335  -1.689
H  1.432  -2.046  -1.925
H  2.454  1.026  -3.633
H  5.075  0.798  -4.323
H  6.399  -0.754  -2.837
H  5.509  -1.433  -0.757
H  -2.807  -2.135  0.066
H  -5.245  -2.735  -0.137
H  -6.771  -1.177  -1.332
H  -6.037  1.324  -1.575
C  0.681  1.502  1.422
O  1.398  0.410  1.187
C  4.950  -1.293  2.876
S  4.067  0.006  2.751
S  6.242  -2.201  2.887
H  -0.052  1.735  0.597
H  1.283  2.506  1.757
H  0.119  1.320  2.346
Te  -1.444  -2.826  8.979
C  -0.312  -1.708  7.518
C  -1.021  -1.175  6.432
C  -0.296  -0.723  5.314
C  1.108  -0.885  5.257
C  1.783  -1.311  6.359
C  1.122  -1.740  7.519
H  -2.132  -1.251  6.550
H  -0.859  -0.378  4.438
H  1.673  -0.593  4.395
H  2.871  -1.155  6.465
H  1.668  -1.987  8.427
Se  -2.059  1.333  -10.539
Sb  -2.723  3.929  -9.613
Se  -3.516  2.521  -7.710
Se  -0.796  4.620  -7.754
Se  -0.325  2.324  -9.076

Cartesian forces, eV/Å:
-2.6 1.4 0.2
-0.3 -3.3 0.7
3.4 0.2 -0.6
-2.1 0.7 0.0
3.2 -2.3 -0.1
-0.6 1.1 -0.6
2.2 -0.2 -0.6
-5.1 1.0 1.7
2.5 -0.1 -1.6
1.0 0.1 1.4
-1.4 -1.7 1.6
-1.0 0.6 0.4
-0.8 -1.3 0.4
0.8 1.6 -1.1
-3.7 0.9 0.5
-0.7 0.4 -0.2
0.6 -1.1 0.2
-0.7 -2.3 -0.8
0.8 1.1 0.9
1.1 0.7 -0.2
-0.7 1.0 -0.3
-0.8 0.7 0.1
-0.1 -1.0 0.0
0.2 -0.3 -0.5
-0.1 0.8 -0.9
1.3 0.5 -0.7
0.6 0.0 -0.1
-0.1 0.1 -0.5
0.6 1.8 -0.5
0.5 0.7 0.9
-0.2 -0.5 -0.4
-1.0 2.9 1.5
3.1 -3.1 -0.9
2.3 0.8 -0.2
-0.1 -0.6 0.7
-1.8 0.1 0.1
0.9 0.1 0.7
-0.9 -1.9 -1.2
-0.6 0.3 0.0
0.4 0.5 -0.2
0.6 -1.3 0.8
0.4 -0.1 0.0
-0.5 -0.8 -0.2
-1.5 0.7 -0.5
1.1 -0.2 2.4
-1.4 1.0 -0.8
1.1 0.5 -0.6
0.4 0.0 0.3
0.0 0.3 -0.5
-0.4 -0.5 -0.5
-0.2 -0.2 -0.3
0.9 1.3 0.4
-0.2 -1.6 1.9
-1.1 1.0 -0.6
0.2 -1.3 -1.7
0.3 0.6 0.0

No. 3
This record from the OMol25 dataset describes a gas-phase ion, CH2NO3S (charge -1) in a non-equilibrium geometry. The level of theory is ωB97M-V with the def2-TZVPD basis set.

Output
Net charge: -1
HOMO level (eV): -3.5
2S+1: 1
Structure (SMILES): NC([O-])=S(=O)=O
Energy above the lowest of the compared OMol25 structures with the same formula, charge and spin (eV): 0.783

Cartesian coordinates (Å):
N  -0.303  0.303  -0.482
C  -1.097  1.141  0.198
O  -0.896  2.317  0.502
S  -2.673  0.032  0.256
O  -2.637  -0.334  -1.188
O  -2.056  -1.178  0.997
H  0.725  0.427  -0.396
H  -0.819  -0.569  -0.644

Cartesian forces, eV/Å:
2.2 0.8 0.5
-0.5 0.8 -0.6
-0.1 -1.3 0.3
0.6 -1.5 1.4
-0.9 0.1 -0.6
-1.1 1.7 -0.3
-1.3 -0.4 -0.3
1.2 -0.2 -0.3

No. 4
This record from the OMol25 dataset describes CH3ClFNS in the gas phase in a non-equilibrium geometry. The level of theory is ωB97M-V with the def2-TZVPD basis set.

Output
HOMO level (eV): -10.0
2S+1: 1
Energy above the lowest of the compared OMol25 structures with the same formula, charge and spin (eV): 1.075

Cartesian coordinates (Å):
C  -0.474  -0.497  -0.723
N  0.192  0.705  1.372
F  -1.392  -1.556  -0.757
S  -1.024  0.788  0.453
Cl  -0.683  2.321  -1.059
H  0.403  -0.799  -0.286
H  -0.400  0.020  -1.655
H  0.087  1.265  2.241

Cartesian forces, eV/Å:
-2.9 -0.1 -0.4
0.4 0.3 1.4
0.7 0.9 0.0
-0.1 0.1 -0.2
-0.2 0.4 0.0
2.2 -0.9 0.8
0.0 -0.4 -0.8
-0.2 -0.4 -0.8

no.,molecular weight (g/mol)
1,1015.10
2,1038.84
3,108.10
4,115.56